Version P
The following is a quantum chemistry calculation of an isolated molecule of C4H3N3, from the Open Molecules 2025 dataset.

lowest unoccupied orbital energy: 0.52 eV
orbital gap: 10.05 eV
HOMO: -9.53 eV

```
! wB97M-V def2-TZVPD RIJCOSX def2/J DEFGRID3
* xyz 0 1
N 3.33 -0.32 0.13
C 2.16 -0.40 0.05
C 0.74 -0.35 -0.03
N -0.08 -1.29 0.38
C -1.32 -0.73 0.25
C -1.25 0.52 -0.28
N 0.09 0.78 -0.45
H -2.12 -0.95 0.92
H -2.05 1.20 -0.53
H 0.49 1.71 -0.38
*
```


Version Q
The following is a quantum chemistry calculation of an isolated molecule of C4H3N3, from the Open Molecules 2025 dataset.

lowest unoccupied orbital energy: 0.24 eV
orbital gap: 9.13 eV
HOMO: -8.89 eV

```
! wB97M-V def2-TZVPD RIJCOSX def2/J DEFGRID3
* xyz 0 1
N 3.00 0.23 0.12
C 1.98 -0.33 0.10
C 0.76 -0.95 0.05
N -0.31 -1.58 0.15
C -1.39 -0.73 0.06
C -1.00 0.58 -0.09
N 0.30 0.75 -0.14
H -2.40 -1.09 0.10
H -1.66 1.42 -0.17
H 0.71 1.71 -0.18
*
```


Version R
The following is a quantum chemistry calculation of an isolated molecule of C4H3N3, from the Open Molecules 2025 dataset.

lowest unoccupied orbital energy: 0.52 eV
orbital gap: 9.83 eV
HOMO: -9.31 eV

```
! wB97M-V def2-TZVPD RIJCOSX def2/J DEFGRID3
* xyz 0 1
C 2.30 0.11 -0.24
C 1.36 -0.17 0.48
C -0.07 -0.08 0.55
C -0.74 1.01 0.05
N -1.91 0.61 -0.48
N -2.04 -0.67 -0.30
N -0.94 -1.09 0.34
H 2.93 0.45 -1.01
H -0.34 2.01 -0.01
H -0.84 -2.06 0.61
*
```


Version S
The following is a quantum chemistry calculation of an isolated molecule of C4H3N3, from the Open Molecules 2025 dataset.

lowest unoccupied orbital energy: -0.17 eV
orbital gap: 9.69 eV
HOMO: -9.86 eV

```
! wB97M-V def2-TZVPD RIJCOSX def2/J DEFGRID3
* xyz 0 1
N -2.69 -1.87 -1.00
C -2.04 -1.02 -0.57
C -1.10 0.01 -0.15
N -1.17 1.13 0.42
C 0.14 1.05 -0.23
C 1.28 0.27 0.29
N 1.07 -0.96 0.54
H 0.42 2.00 -0.76
H 2.26 0.76 0.38
H 1.83 -1.38 1.05
*
```


From most stable to least stable, the computed energies give version P, version Q, version R, version S.